{"formula": "CdH14O8", "method": "ωB97M-V/def2-TZVPD", "species": ["Cd", "O", "H", "O", "H", "O", "H", "H", "O", "H", "H", "O", "H", "H", "O", "H", "H", "O", "H", "H", "O", "H", "H"], "coordinates": [[1.501097, 1.132440, -0.638111], [2.382847, 1.395720, 1.137509], [1.844137, 1.112390, 1.901729], [0.029777, -0.069820, -0.060281], [-0.065063, -0.343950, 0.872659], [-1.793943, -0.031210, 1.943069], [-1.526233, 0.071620, 1.029839], [-1.078373, -0.520230, 2.349319], [-2.785293, -2.126370, -0.147251], [-2.672653, -1.433770, 0.503789], [-2.166543, -1.904590, -0.843091], [0.208187, 1.553960, -2.352441], [-0.709583, 1.293240, -2.429581], [0.501087, 1.671370, -3.256131], [1.324337, -2.218430, 1.202319], [1.165357, -1.446720, 0.658799], [1.808947, -1.884570, 1.957249], [0.138947, 2.785180, 0.213179], [-0.292803, 2.189900, 0.825929], [0.265397, 3.592480, 0.711679], [0.466557, -1.924080, -2.006321], [0.157417, -1.362430, -1.295541], [1.296387, -1.532120, -2.278321]], "forces_ev_per_angstrom": [[1.438, 0.938, -0.112], [1.103, 0.025, 1.377], [0.347, 0.095, -0.832], [-2.397, -1.794, 1.135], [0.712, 0.217, -1.144], [-0.625, 0.287, 0.591], [-0.052, 0.261, -0.615], [0.003, -0.365, 0.380], [-0.270, -0.166, -0.165], [-0.040, 0.091, 0.402], [0.233, -0.069, -0.202], [0.325, 0.356, -1.023], [-0.383, -0.339, 0.469], [0.163, 0.083, -0.335], [-0.046, -0.437, 0.431], [0.065, 0.136, -0.486], [0.303, 0.007, 0.193], [-0.859, 0.880, -0.226], [-0.308, -0.349, 0.281], [0.293, 0.268, 0.083], [0.032, -0.483, -0.921], [-0.266, 0.498, 0.839], [0.229, -0.140, -0.120]], "orbital_gap_ev": 8.38, "energy_ha": -777.972708, "lumo_ev": -1.309, "charge": 0}